A molecular structure, C2H6IN2O in a non-equilibrium geometry. Source: OMol25; level of theory: the ωB97M-V functional and the def2-TZVPD basis.

Geometry (Å):
C  -1.163  0.562  0.086
C  1.712  0.822  -0.209
N  0.666  0.085  -0.073
N  -1.891  -0.551  -0.181
O  0.582  -1.288  0.023
I  3.639  0.168  -0.052
H  -1.258  1.430  -0.543
H  -0.936  0.712  1.183
H  1.643  1.851  -0.385
H  -2.322  -0.759  -1.052
H  -1.936  -1.276  0.560
H  1.265  -1.757  0.643

Results
Total energy (eV): -15289.85004
ΔE to the lowest compared entry with this formula, charge and spin (kJ/mol): 235.8
Net charge: +1
LUMO energy (eV): -3.97

A single C11H14N2Si molecule in a non-equilibrium geometry. Source: OMol25; level of theory: the ωB97M-V functional and the def2-TZVPD basis.

Geometry (Å):
H  -4.323  -1.715  0.737
N  -3.672  -1.080  0.146
C  -2.858  -0.535  0.949
Si  -1.490  0.625  0.103
C  -1.466  0.821  -1.869
C  -1.509  2.220  1.213
C  0.077  -0.483  0.433
C  -0.125  -1.859  0.829
C  0.896  -2.776  0.742
C  2.166  -2.405  0.358
C  2.397  -1.027  0.099
C  1.380  -0.144  -0.007
C  1.749  1.194  -0.460
C  2.868  1.521  -1.022
N  3.745  1.765  -1.768
H  -2.823  -0.590  2.056
H  -0.628  0.030  -2.219
H  -2.454  0.575  -2.270
H  -1.211  1.804  -1.963
H  -0.734  2.198  2.052
H  -1.243  3.110  0.570
H  -2.506  2.401  1.520
H  -1.102  -2.064  1.268
H  0.622  -3.858  0.860
H  3.009  -3.097  0.199
H  3.388  -0.923  -0.366
H  1.117  2.113  -0.501
H  4.729  2.179  -1.691

Results
Total energy (eV): -22488.93641
ΔE to the lowest compared entry with this formula, charge and spin (kJ/mol): 148.3
Net charge: 0
SMILES string: [H]/N=C/[Si](C)(C)c1ccccc1C=C=N
LUMO energy (eV): 0.75

17 unconnected molecules or ions with the total composition C16H64F2NO20S2 in a non-equilibrium geometry. Source: OMol25; level of theory: the ωB97M-V functional and the def2-TZVPD basis.

Geometry (Å):
N  0.856  -0.612  -0.111
S  -0.689  -0.838  0.269
O  -1.595  -0.971  -0.825
O  -1.214  -0.254  1.446
F  -0.586  -2.365  0.744
S  0.665  0.952  -0.723
O  0.211  1.894  0.225
O  0.242  1.050  -2.070
F  2.206  1.268  -0.774
C  -0.327  -4.276  3.532
O  0.185  -5.495  4.073
H  -1.200  -3.969  4.103
H  0.459  -3.516  3.592
H  -0.579  -4.371  2.474
H  0.489  -6.038  3.344
C  -1.793  -0.898  4.797
O  -2.113  -1.899  5.785
H  -0.876  -0.383  5.086
H  -1.682  -1.372  3.819
H  -2.619  -0.194  4.758
H  -1.279  -2.236  6.120
C  3.124  3.851  1.632
O  4.093  2.886  1.992
H  3.496  4.851  1.855
H  2.919  3.801  0.555
H  2.183  3.706  2.169
H  3.633  2.032  1.968
C  -0.113  3.129  3.943
O  0.121  2.434  5.170
H  0.119  2.505  3.073
H  -1.146  3.451  3.878
H  0.544  4.004  3.906
H  1.072  2.319  5.234
C  2.397  -0.237  -5.479
O  2.692  0.343  -4.206
H  3.227  -0.002  -6.146
H  2.291  -1.317  -5.398
H  1.500  0.227  -5.900
H  2.274  -0.215  -3.528
C  2.568  -3.685  0.682
O  2.298  -2.533  1.439
H  1.966  -3.758  -0.232
H  3.614  -3.730  0.347
H  2.377  -4.610  1.232
H  1.930  -1.877  0.834
C  -4.060  -2.978  1.493
O  -5.154  -3.860  1.442
H  -4.316  -2.080  2.067
H  -3.194  -3.307  2.082
H  -3.711  -2.582  0.534
H  -4.784  -4.733  1.286
C  0.684  -2.268  -3.042
O  1.846  -1.686  -2.465
H  -0.164  -1.577  -3.101
H  0.914  -2.626  -4.042
H  0.363  -3.114  -2.425
H  1.600  -1.359  -1.585
C  -3.351  2.314  2.254
O  -4.669  2.696  1.893
H  -3.228  2.307  3.337
H  -3.096  1.326  1.867
H  -2.662  3.060  1.837
H  -4.692  2.715  0.919
C  -2.127  3.880  -2.930
O  -3.019  4.616  -2.053
H  -1.482  4.593  -3.452
H  -1.479  3.269  -2.310
H  -2.712  3.311  -3.648
H  -3.556  5.170  -2.628
C  -1.889  -4.873  -0.923
O  -1.184  -5.326  -2.073
H  -1.238  -4.985  -0.059
H  -2.204  -3.842  -1.087
H  -2.783  -5.462  -0.669
H  -1.643  -4.999  -2.850
C  2.313  3.620  -3.369
O  2.373  3.120  -4.689
H  2.967  3.057  -2.692
H  2.654  4.654  -3.342
H  1.299  3.534  -2.955
H  2.445  2.155  -4.626
C  -4.273  1.359  -1.435
O  -4.541  2.634  -0.863
H  -4.354  1.378  -2.525
H  -3.262  1.004  -1.201
H  -4.973  0.655  -0.989
H  -3.989  3.305  -1.305
C  1.910  0.233  3.256
O  2.541  0.598  2.051
H  0.816  0.253  3.262
H  2.271  -0.699  3.697
H  2.169  1.018  3.976
H  2.139  0.065  1.354
C  -0.747  1.945  -5.325
O  -1.389  1.042  -4.432
H  -0.120  2.621  -4.737
H  -0.125  1.431  -6.060
H  -1.500  2.552  -5.832
H  -0.860  1.054  -3.626
C  5.232  -0.387  0.773
O  6.509  -0.568  0.153
H  5.281  0.237  1.665
H  4.655  0.176  0.035
H  4.702  -1.323  0.951
H  6.903  -1.381  0.477

Results
Total energy (eV): -87171.48461
ΔE to the lowest compared entry with this formula, charge and spin (kJ/mol): 0.0
Net charge: -1
LUMO energy (eV): 2.16

A single C14H18N2O6 molecule in a non-equilibrium geometry. Source: OMol25; level of theory: the ωB97M-V functional and the def2-TZVPD basis.

Geometry (Å):
N  3.414  1.018  1.881
C  2.623  0.996  0.569
C  3.492  0.889  -0.591
C  4.434  -0.248  -0.509
C  4.009  -1.681  -0.340
O  4.409  -2.473  0.467
O  3.104  -1.911  -1.294
C  1.514  -0.147  0.562
O  1.624  -1.004  1.418
N  0.340  0.050  -0.206
C  -0.168  1.167  -0.853
C  -1.380  0.612  -1.707
C  -2.483  0.066  -0.780
C  -2.660  -1.357  -0.876
C  -3.765  -2.065  -0.268
C  -4.646  -1.247  0.448
O  -5.650  -1.879  1.161
C  -4.606  0.189  0.472
C  -3.500  0.784  -0.223
C  -0.573  2.303  0.086
O  -0.617  2.261  1.281
O  -1.015  3.443  -0.574
H  2.931  1.607  2.576
H  3.618  0.049  2.276
H  2.139  2.031  0.605
H  4.148  1.854  -0.701
H  2.951  0.748  -1.603
H  4.817  -0.358  -1.578
H  5.110  0.162  0.336
H  2.780  -2.824  -1.266
H  -0.346  -0.691  0.110
H  0.542  1.666  -1.494
H  -1.706  1.359  -2.541
H  -0.929  -0.161  -2.432
H  -1.817  -1.866  -1.505
H  -3.881  -3.187  -0.709
H  -5.205  -2.882  1.281
H  -5.274  0.853  1.064
H  -3.636  1.870  -0.190
H  -1.108  3.217  -1.562

Results
Total energy (eV): -30073.11574
ΔE to the lowest compared entry with this formula, charge and spin (kJ/mol): 345.3
Net charge: 0
SMILES string: N[C@@H](CCC(=O)O)C(=O)N[C@@H](Cc1ccc(O)cc1)C(=O)O
LUMO energy (eV): 0.12

A single CBrF4N molecule in a non-equilibrium geometry. Source: OMol25; level of theory: the ωB97M-V functional and the def2-TZVPD basis.

Geometry (Å):
C  0.828  0.115  0.008
N  -0.428  0.794  -0.389
F  0.878  0.020  1.313
F  1.913  0.824  -0.419
F  0.877  -1.049  -0.602
F  -2.381  -0.439  0.947
Br  -1.686  -0.264  -0.858

Results
Total energy (eV): -83435.27079
ΔE to the lowest compared entry with this formula, charge and spin (kJ/mol): 108.4
Net charge: 0
LUMO energy (eV): -2.40

A molecular structure, C45H50AuN4O4. Source: OMol25; level of theory: the ωB97M-V functional and the def2-TZVPD basis.

Geometry (Å):
Au  -1.589  0.000  0.774
C  -1.261  -5.006  -0.210
C  -0.860  -3.568  0.130
C  0.133  -3.023  -0.900
C  -0.289  -3.477  1.527
C  0.769  -4.270  1.895
C  1.290  -4.225  3.191
C  0.753  -3.382  4.166
C  -0.321  -2.574  3.885
C  -0.839  -1.611  4.927
C  -1.275  -2.348  6.194
C  0.218  -0.542  5.226
C  -0.874  -2.624  2.544
N  -1.913  -1.856  2.199
C  -3.115  -1.839  2.870
O  -3.461  -2.646  3.703
C  -4.053  -0.758  2.395
C  -5.361  -0.680  2.825
C  -6.166  0.328  2.304
C  -5.643  1.226  1.388
C  -4.317  1.096  1.019
N  -3.568  0.120  1.518
C  -3.648  2.047  0.040
O  -4.326  2.921  -0.478
N  -2.334  1.833  -0.122
C  -1.565  2.569  -1.055
C  -0.760  3.613  -0.588
C  -0.009  4.341  -1.509
C  -0.060  4.043  -2.862
C  -0.837  2.982  -3.304
C  -1.596  2.227  -2.410
C  -2.443  1.082  -2.922
C  -1.615  0.102  -3.758
C  -3.649  1.605  -3.706
C  -0.709  3.972  0.883
C  0.536  3.361  1.533
C  -0.765  5.481  1.120
H  -1.747  -5.031  -1.186
H  -1.953  -5.416  0.525
H  -0.391  -5.664  -0.259
H  -1.763  -2.956  0.098
H  1.063  -3.598  -0.885
H  0.375  -1.978  -0.719
H  -0.297  -3.103  -1.901
H  1.206  -4.948  1.175
H  2.132  -4.857  3.444
H  1.196  -3.365  5.153
H  -1.710  -1.101  4.522
H  -0.435  -2.852  6.675
H  -2.041  -3.089  5.970
H  -1.684  -1.635  6.911
H  1.136  -0.993  5.609
H  -0.154  0.148  5.983
H  0.473  0.037  4.335
H  -5.718  -1.403  3.544
H  -7.199  0.410  2.614
H  -6.219  2.029  0.950
H  0.592  5.174  -1.167
H  0.492  4.648  -3.573
H  -0.878  2.753  -4.363
H  -2.815  0.534  -2.054
H  -1.260  0.561  -4.682
H  -2.222  -0.761  -4.039
H  -0.745  -0.258  -3.202
H  -3.318  2.180  -4.574
H  -4.269  2.250  -3.084
H  -4.259  0.775  -4.067
H  -1.582  3.524  1.358
H  1.442  3.721  1.038
H  0.529  2.270  1.468
H  0.600  3.638  2.588
H  0.181  5.966  0.869
H  -0.963  5.687  2.173
H  -1.554  5.950  0.531
C  3.151  -2.335  -3.650
O  3.002  -0.939  -3.416
C  4.066  -0.140  -3.658
C  5.295  -0.566  -4.150
C  6.308  0.358  -4.386
C  6.117  1.708  -4.141
C  4.897  2.133  -3.634
C  3.893  1.218  -3.386
N  2.631  1.676  -2.888
C  1.983  1.263  -1.840
C  2.440  0.457  -0.767
C  3.796  0.211  -0.460
C  4.139  -0.478  0.671
C  3.117  -0.945  1.522
C  1.790  -0.731  1.251
C  1.407  -0.036  0.084
O  0.174  0.147  -0.271
H  2.195  -2.781  -3.392
H  3.935  -2.753  -3.015
H  3.375  -2.535  -4.699
H  5.464  -1.610  -4.364
H  7.256  0.009  -4.772
H  6.904  2.422  -4.334
H  4.722  3.179  -3.417
H  2.110  2.321  -3.474
H  0.960  1.621  -1.781
H  4.573  0.602  -1.106
H  5.176  -0.647  0.920
H  3.387  -1.487  2.421
H  1.018  -1.103  1.918

Results
Total energy (eV): -65313.31619
ΔE to the lowest compared entry with this formula, charge and spin (kJ/mol): 8.6
Spin multiplicity: 3
Net charge: +1
LUMO energy (spin up / spin down) (eV): -3.08 / -5.56

Question: Which value of total energy does entry 2 give?
Answer: -22488.93641 eV